1.
Molecular formula: C21H47OP3PdSe
Method: DFT, ωB97M-V/def2-TZVPD

Each line ends with the Mulliken spin population.
CARTESIAN COORDINATES (ANGSTROEM)
Pd1 0.0827 0.2872 -0.7807  0.86
Se1 1.9969 -1.2557 -0.2667  1.22
P1 -1.3763 -1.5498 -0.5530  0.17
P2 -0.0433 0.7443 -2.9783  0.17
P3 -1.1001 2.0125 0.7773  -0.05
O1 0.7324 -0.6903 2.9444  -0.01
C1 5.6853 1.1228 -1.8409  0.09
C2 4.2814 -0.8395 -1.9061  0.03
C3 -0.7764 3.6340 0.0713  0.02
C4 -0.7527 -3.2325 -0.9238  0.01
C5 0.0286 -0.8162 4.1886  0.00
C6 -2.9061 -1.6147 -1.5659  0.05
C7 -2.7849 1.6160 0.2666  0.05
C8 3.6351 1.1045 -0.5711  0.12
C9 -1.3179 2.2649 2.5500  0.00
C10 -2.0179 -1.9256 1.1212  0.07
C11 1.2248 1.9577 -3.3838  0.06
C12 0.2468 -0.7200 -4.0032  0.00
C13 -1.6505 1.3967 -3.4953  0.05
C14 5.4249 -0.1632 -2.3199  -0.02
C15 3.3965 -0.2210 -0.9937  0.01
C16 0.1060 -2.2407 4.7014  0.00
C17 2.0317 -0.1000 3.0052  0.04
C18 7.0921 4.2288 -0.5970  0.45
C19 7.7765 3.1812 -1.0861  0.42
C20 4.8049 1.7481 -0.9642  0.01
C21 2.9660 -0.7612 3.9909  0.00
H1 -1.5616 4.3006 0.4775  0.00
H2 -1.6019 1.6198 -4.5674  0.01
H3 3.9870 -0.4136 3.8346  0.00
H4 -2.4353 0.6560 -3.3147  0.00
H5 -1.1928 -2.0273 1.8425  -0.01
H6 0.2200 1.1881 0.8092  0.05
H7 -0.3505 2.1962 3.0552  0.00
H8 -1.6300 -3.8832 -0.7905  0.01
H9 -3.5741 -0.7850 -1.3001  0.00
H10 6.6052 1.6167 -2.1389  0.04
H11 -3.4080 -2.5709 -1.3450  0.01
H12 -2.5596 -2.8819 1.0524  0.01
H13 2.6973 -0.5557 5.0319  0.01
H14 0.4150 -0.1250 4.9557  0.00
H15 2.9033 1.6138 0.0636  -0.04
H16 8.0161 3.1023 -2.1594  0.02
H17 -3.1314 0.7078 0.7786  0.01
H18 -3.4074 2.4603 0.5891  0.00
H19 -1.7429 3.2727 2.6322  0.00
H20 -0.5654 -2.3737 5.5495  0.00
H21 2.2216 1.5544 -3.1792  0.01
H22 -1.8802 2.3111 -2.9402  0.00
H23 -2.0126 1.5231 2.9650  0.00
H24 8.2117 2.4056 -0.4412  0.02
H25 0.2108 3.9901 0.3895  0.00
H26 6.1227 -0.6344 -3.0110  0.00
H27 -0.1460 -2.9828 3.9379  0.00
H28 -2.7162 -1.1590 1.4746  0.00
H29 1.2150 -1.1676 -3.7567  0.00
H30 -0.5391 -1.4746 -3.8480  0.00
H31 1.1137 -2.4538 5.0672  0.00
H32 -1.0153 -0.5125 3.9643  0.00
H33 7.0484 4.4244 0.4799  0.02
H34 1.9228 0.9834 3.2018  0.00
H35 6.6898 4.9952 -1.2685  0.03
H36 5.0388 2.7392 -0.5859  -0.04
H37 -2.6566 -1.5860 -2.6360  0.00
H38 -0.3967 -3.2997 -1.9583  0.00
H39 2.9899 -1.8322 3.7968  0.00
H40 1.0858 2.8562 -2.7690  -0.01
H41 1.1235 2.2148 -4.4436  0.02
H42 4.0526 -1.8454 -2.2692  0.00
H43 0.0401 -3.5302 -0.2228  0.00
H44 -0.8371 3.6124 -1.0289  0.00
H45 2.4234 -0.2392 1.9828  0.00
H46 -2.8588 1.4972 -0.8223  -0.01
H47 0.2353 -0.3976 -5.0517  0.01

spin multiplicity = 5
energy relative to the best compared isomer or geometry (same formula, charge and spin) = 25.1 kcal per mole
expectation value of S² = 6.0200
total energy = -4455.30980 a.u.
charge = +4
orbital gap (alpha / beta) = 7.86 / 3.61 eV



2.
Molecular formula: C21H48O9
Method: DFT, ωB97M-V/def2-TZVPD

Each line ends with the Löwdin charge.
CARTESIAN COORDINATES (ANGSTROEM)
O1 4.9250 0.6432 0.6430  -0.10
O2 1.7431 0.3416 -0.4656  -0.13
O3 -3.9962 1.9297 1.7012  0.07
O4 0.8011 4.3637 0.9954  -0.11
O5 -1.6991 0.8347 -4.0864  -0.11
O6 2.1824 -3.3003 1.3149  0.08
O7 1.0261 -3.8605 -1.1817  0.04
O8 -0.2088 -1.9558 -3.7216  -0.04
O9 -2.1509 4.8160 2.0190  0.08
C1 -1.5400 -2.4176 -1.8442  -0.08
C2 1.7139 3.3262 0.7652  -0.17
C3 -3.2502 1.1732 -0.4477  -0.03
C4 -1.2521 -4.1386 -3.7669  0.01
C5 2.7584 -1.1938 2.1813  -0.02
C6 3.3475 -3.2939 -1.3002  -0.01
C7 -0.8272 2.8497 1.6758  -0.09
C8 1.2904 -1.6685 -1.9277  -0.04
C9 -0.0683 -0.7362 0.8341  0.05
C10 1.7472 -3.0453 3.6488  0.00
C11 3.6550 1.0729 0.2333  -0.20
C12 -5.5274 0.9035 0.1540  -0.03
C13 2.2355 -2.5690 2.2814  -0.49
C14 -1.4366 3.9666 2.4918  -0.47
C15 0.5687 0.4094 -0.0163  -0.29
C16 -1.0443 0.2356 -2.9095  -0.13
C17 1.8501 -3.0051 -1.4087  -0.42
C18 -0.9840 -2.7599 -3.1477  -0.42
C19 -1.3625 3.9866 3.9796  0.00
C20 -0.4397 1.5005 -0.5390  -0.10
C21 -4.2306 1.3704 0.6092  -0.49
H1 -0.2752 2.0875 -1.4426  0.13
H2 -5.4313 -0.1298 -0.1793  0.09
H3 2.7162 3.6658 0.5038  0.08
H4 -0.6415 3.1751 4.0786  0.07
H5 -3.3266 0.1303 -0.7552  0.11
H6 -1.4695 1.9797 1.8126  0.10
H7 2.1957 -4.0387 3.6393  0.09
H8 -6.1513 0.7803 1.0392  0.09
H9 1.9195 2.6685 1.6098  0.10
H10 -1.2533 -3.1518 -1.0913  0.11
H11 3.7991 -2.4619 -0.7600  0.07
H12 -2.5821 0.4862 -4.2296  0.06
H13 2.0246 -2.3656 4.4545  0.08
H14 -0.4260 2.1388 0.3444  -0.03
H15 -0.8801 -4.0842 -4.7900  0.08
H16 1.6170 -1.4686 -2.9482  0.12
H17 -0.8330 -4.9303 -3.1458  0.09
H18 0.2351 -1.5998 -1.6638  0.02
H19 0.6687 -3.2025 3.6601  0.09
H20 3.9409 -3.4255 -2.2050  0.08
H21 -0.9308 1.0591 -2.2046  0.02
H22 3.6618 0.9325 -0.8476  0.11
H23 -5.9200 1.6227 -0.5648  0.11
H24 -3.5237 1.8036 -1.2938  0.14
H25 3.4375 -1.0442 1.3420  0.08
H26 -0.0404 -0.1376 -3.1120  0.09
H27 -0.5296 3.1368 0.6673  0.06
H28 1.7757 -0.8792 -1.3536  0.04
H29 -1.0179 -1.5039 -1.5601  0.00
H30 0.2912 4.6616 0.2385  0.11
H31 1.4936 2.7107 -0.1070  0.08
H32 -1.4367 1.0601 -0.5477  0.01
H33 -2.3256 1.5151 0.0173  0.04
H34 -0.7250 -0.3728 1.6246  0.10
H35 3.5214 -4.2528 -0.8120  0.08
H36 3.1808 -0.8004 3.1059  0.10
H37 -2.5929 -2.1503 -1.7547  0.11
H38 3.5804 2.1572 0.3170  0.06
H39 -1.7182 -0.5550 -2.5793  0.05
H40 -0.7942 -1.2121 0.1748  0.07
H41 2.9042 0.4521 0.7223  0.03
H42 0.7109 -1.4182 1.1743  0.05
H43 -2.3205 3.6021 4.3297  0.10
H44 1.8638 -0.6159 1.9493  0.06
H45 5.0677 0.9900 1.5268  0.08
H46 -1.0377 4.8796 4.5136  0.09
H47 -2.3404 -4.1784 -3.8133  0.08
H48 0.0912 2.5049 2.1510  0.09

SMILES = CC(C)=O.CC(C)=O.CC(C)=O.CC(C)=O.CC(C)=O.CC(C)=O.CO.CO.CO
spin multiplicity = 1
energy relative to the best compared isomer or geometry (same formula, charge and spin) = 302.8 kcal per mole
total energy = -1505.56683 a.u.
orbital gap = 9.01 eV



3.
Molecular formula: C21H49BF3N3O11
Method: DFT, ωB97M-V/def2-TZVPD

Each line ends with the Löwdin charge.
CARTESIAN COORDINATES (ANGSTROEM)
F1 -2.2526 -4.6051 0.7631  0.17
F2 -2.1696 -2.5756 1.5497  0.16
F3 -3.5936 -4.0107 2.3682  0.17
O1 -1.7831 -5.4312 3.5603  0.08
O2 0.5549 3.7782 0.6543  -0.19
O3 -1.3248 -7.1478 4.8737  0.12
O4 1.9999 -3.9394 1.3925  0.21
O5 0.8207 -2.3010 2.6430  0.19
O6 -7.4765 3.7769 -2.3445  -0.19
O7 7.4197 -1.5600 -2.1006  -0.18
O8 -3.7450 2.1330 -0.1397  -0.19
O9 3.4623 -3.8673 -1.4801  -0.20
O10 0.2027 0.7677 4.0774  -0.18
O11 -0.0845 -4.5267 2.2929  0.16
N1 -4.5639 3.4804 -2.8781  -0.05
N2 5.5489 -3.6113 -3.5906  -0.05
N3 0.1227 3.8717 3.5909  -0.05
C1 -1.2931 -4.2708 2.9218  -0.23
C2 1.3444 4.2402 2.8917  -0.22
C3 2.5514 -2.9727 -2.0870  -0.11
C4 0.3185 3.1169 4.8227  -0.20
C5 -0.8142 3.8763 0.3182  -0.11
C6 7.7949 -2.8012 -2.6617  -0.23
C7 0.9834 1.7496 4.7316  -0.23
C8 -5.6271 2.6698 -3.4521  -0.22
C9 1.0411 4.7945 1.5181  -0.22
C10 -3.4694 1.6588 -1.4435  -0.23
C11 -7.4290 5.1427 -1.9902  -0.12
C12 -0.9291 -6.2615 4.1914  -0.31
C13 6.3786 -1.6066 -1.1454  -0.10
C14 3.9137 -4.9237 -2.3203  -0.21
C15 -3.3606 2.7456 -2.5060  -0.20
C16 -6.9034 3.4642 -3.6062  -0.22
C17 -5.1091 2.3855 0.1397  -0.09
C18 -2.3535 -3.8706 1.8851  -0.53
C19 0.2801 0.7628 2.6585  -0.09
C20 5.3657 -4.7458 -2.6989  -0.22
C21 6.9387 -3.2441 -3.8406  -0.20
B1 0.9135 -3.5689 2.1331  -0.78
H1 1.1225 1.3869 5.7534  0.12
H2 -5.8640 1.7803 -2.8509  0.11
H3 -2.6263 3.4764 -2.1595  0.11
H4 -0.4622 3.3293 2.9692  0.07
H5 1.9788 1.8031 4.2735  0.11
H6 1.7495 -4.3292 0.5438  0.11
H7 -2.9481 2.2891 -3.4120  0.12
H8 -4.9210 3.9604 -2.0622  0.07
H9 -8.0488 5.2664 -1.1045  0.09
H10 0.0775 -0.2534 2.3416  0.06
H11 -5.3959 3.4155 -0.0930  0.07
H12 -4.1935 0.8824 -1.7196  0.11
H13 1.7227 -3.5083 -2.5616  0.09
H14 -0.4712 1.4162 2.2046  0.08
H15 -5.2558 2.2327 1.2086  0.09
H16 -1.4730 3.6444 1.1611  0.08
H17 6.9371 -2.4309 -4.5697  0.12
H18 2.0377 3.3975 2.7565  0.11
H19 -1.2260 -3.4614 3.6527  0.18
H20 1.9663 5.1803 1.0818  0.12
H21 0.6248 -2.2422 3.5870  0.12
H22 0.3253 5.6201 1.5845  0.12
H23 5.0647 -2.8099 -3.2074  0.07
H24 -5.7649 1.7024 -0.4065  0.09
H25 -5.3098 2.3248 -4.4410  0.12
H26 5.3903 -1.4979 -1.6028  0.07
H27 3.8153 -5.8547 -1.7558  0.12
H28 0.1214 -6.1358 3.9276  0.15
H29 3.0268 -2.3333 -2.8385  0.08
H30 1.2738 1.0553 2.3092  0.10
H31 0.9028 3.7346 5.5131  0.12
H32 1.8645 5.0057 3.4762  0.12
H33 -7.8301 5.7746 -2.7883  0.09
H34 -2.4936 1.1696 -1.3778  0.12
H35 5.7051 -5.6521 -3.2100  0.12
H36 2.1540 -2.3367 -1.2970  0.09
H37 6.5242 -0.7696 -0.4633  0.09
H38 8.8117 -2.6603 -3.0362  0.12
H39 6.4008 -2.5363 -0.5697  0.09
H40 5.9392 -4.6574 -1.7651  0.11
H41 -1.0038 3.1482 -0.4668  0.07
H42 -6.4128 5.4808 -1.7561  0.08
H43 -7.6284 2.8560 -4.1535  0.12
H44 7.8477 -3.5668 -1.8773  0.11
H45 7.4347 -4.0961 -4.3172  0.12
H46 -0.6631 2.9732 5.2803  0.12
H47 -1.0621 4.8732 -0.0606  0.09
H48 3.2845 -4.9980 -3.2127  0.12
H49 -6.7226 4.3778 -4.1810  0.12

SMILES = O=CO[C@@H](OB(O)O)C(F)(F)F.COCCNCCOC.COCCNCCOC.COCCNCCOC
spin multiplicity = 1
total energy = -2145.89445 a.u.
orbital gap = 8.78 eV